1.
{"formula": "C31H49B2N9O3P3TeTi", "method": "ωB97M-V with the def2-TZVPD basis set", "elements": ["Ti", "C", "C", "C", "C", "N", "N", "B", "N", "C", "C", "C", "C", "N", "N", "C", "C", "C", "C", "N", "N", "C", "C", "C", "C", "N", "H", "H", "H", "H", "H", "H", "H", "H", "H", "H", "H", "H", "H", "H", "H", "H", "H", "H", "H", "H", "C", "P", "C", "C", "C", "C", "C", "C", "C", "P", "C", "C", "H", "H", "H", "H", "H", "H", "H", "H", "H", "H", "H", "H", "H", "H", "H", "H", "B", "C", "N", "H", "H", "H", "C", "C", "O", "P", "O", "Te", "O", "C", "C", "H", "H", "H", "H", "H", "H", "H", "H", "H", "H"], "positions_angstrom": [[-0.545, -0.632, 0.007], [0.924, -2.634, -2.516], [1.693, -1.462, -2.001], [3.004, -1.148, -2.352], [3.295, 0.015, -1.673], [2.229, 0.362, -0.948], [1.235, -0.543, -1.134], [2.075, 1.698, -0.200], [1.422, 1.432, 1.197], [1.761, 2.097, 2.308], [1.401, 1.352, 3.404], [0.844, 0.183, 2.877], [0.444, -1.021, 3.663], [0.825, 0.248, 1.539], [1.303, 2.697, -1.072], [1.249, 4.038, -0.903], [0.767, 4.595, -2.060], [0.546, 3.492, -2.916], [0.069, 3.500, -4.331], [0.868, 2.359, -2.313], [3.482, 2.256, 0.035], [4.196, 3.078, -0.776], [5.505, 3.031, -0.374], [5.514, 2.121, 0.708], [6.675, 1.669, 1.533], [4.300, 1.653, 0.936], [1.627, -3.427, -2.773], [0.199, -3.025, -1.806], [0.379, -2.368, -3.422], [3.644, -1.700, -3.019], [4.186, 0.620, -1.666], [2.301, 3.027, 2.244], [1.574, 1.580, 4.442], [1.337, -1.449, 4.123], [-0.238, -0.753, 4.471], [-0.009, -1.791, 3.051], [1.579, 4.498, 0.015], [0.607, 5.640, -2.270], [0.715, 4.125, -4.950], [0.077, 2.488, -4.732], [-0.945, 3.895, -4.414], [3.723, 3.625, -1.575], [6.336, 3.579, -0.785], [7.370, 2.489, 1.714], [6.326, 1.285, 2.490], [7.226, 0.873, 1.030], [-4.925, -0.134, 0.798], [-3.113, -0.426, 0.932], [-2.994, -0.661, 2.742], [-2.452, 1.300, 0.744], [-1.824, 1.964, 1.809], [-1.406, 3.274, 1.687], [-1.579, 3.945, 0.485], [-2.168, 3.298, -0.584], [-2.636, 1.988, -0.475], [-3.652, 1.232, -1.832], [-5.008, 2.483, -1.876], [-2.700, 1.766, -3.307], [-5.125, 0.933, 0.888], [-5.405, -0.662, 1.623], [-5.316, -0.508, -0.143], [-3.538, 0.107, 3.296], [-3.427, -1.641, 2.954], [-1.960, -0.684, 3.068], [-1.672, 1.460, 2.754], [-0.943, 3.769, 2.533], [-1.253, 4.970, 0.379], [-2.289, 3.830, -1.520], [-4.634, 3.505, -1.948], [-5.636, 2.397, -0.990], [-5.629, 2.273, -2.749], [-2.800, 2.835, -3.498], [-3.058, 1.210, -4.174], [-1.647, 1.523, -3.165], [-2.483, -1.657, -4.227], [-1.883, -1.286, -2.832], [-1.442, -0.995, -1.801], [-1.897, -0.977, -5.043], [-3.667, -1.406, -4.177], [-2.263, -2.838, -4.382], [1.702, -6.248, 0.440], [1.318, -4.788, 0.446], [-0.091, -4.681, 0.125], [-1.083, -3.768, 0.960], [-0.557, -2.297, 0.762], [-3.292, -4.182, 0.451], [-0.658, -3.969, 2.489], [-1.092, -5.114, 3.252], [-0.799, -4.832, 4.705], [2.774, -6.348, 0.615], [1.462, -6.700, -0.522], [1.171, -6.796, 1.219], [1.861, -4.232, -0.319], [1.512, -4.321, 1.412], [-0.552, -5.994, 2.897], [-2.157, -5.268, 3.074], [0.268, -4.671, 4.865], [-1.116, -5.678, 5.316], [-1.339, -3.946, 5.037]], "lowdin_spin": [0.9288, 0.0015, 0.0013, -0.0001, 0.0003, 0.0031, 0.0018, 0.0002, -0.0007, 0.0066, 0.0009, 0.0079, 0.0011, 0.0055, 0.0001, 0.0001, 0.0003, 0.0000, 0.0000, 0.0003, 0.0000, 0.0000, 0.0000, 0.0000, 0.0000, 0.0001, 0.0000, 0.0004, 0.0004, 0.0000, 0.0001, 0.0003, 0.0000, 0.0002, 0.0002, 0.0003, 0.0000, 0.0000, 0.0000, 0.0000, 0.0000, 0.0000, 0.0000, 0.0000, 0.0000, 0.0000, -0.0029, -0.0002, 0.0040, 0.0037, 0.0057, 0.0011, 0.0028, 0.0018, 0.0019, -0.0001, -0.0001, 0.0000, -0.0002, -0.0001, 0.0001, 0.0006, 0.0000, 0.0008, 0.0001, 0.0000, 0.0001, 0.0001, 0.0000, 0.0000, 0.0000, 0.0000, 0.0000, 0.0000, 0.0040, 0.0217, 0.0026, 0.0001, 0.0024, 0.0011, 0.0000, 0.0000, -0.0003, -0.0003, -0.0089, -0.0022, -0.0002, -0.0001, 0.0000, 0.0000, 0.0000, 0.0000, 0.0000, 0.0000, 0.0000, 0.0000, 0.0000, 0.0000, 0.0000], "e_tot_ev": -112130.944, "spin_multiplicity": 2, "orbital_gap_ha": [0.27119, 0.28287], "homo_energy_ev": [-7.69, -7.70], "lumo_ev": [-0.3, 0.0]}

2.
{"formula": "C31H49BN6O4P", "method": "ωB97M-V with the def2-TZVPD basis set", "elements": ["C", "C", "C", "C", "C", "C", "C", "O", "P", "O", "B", "O", "O", "H", "H", "H", "H", "H", "H", "H", "H", "H", "H", "H", "H", "H", "H", "H", "H", "H", "H", "H", "N", "C", "C", "C", "C", "H", "H", "H", "H", "H", "N", "C", "C", "C", "C", "H", "H", "H", "H", "H", "N", "C", "C", "C", "C", "H", "H", "H", "H", "H", "N", "C", "C", "C", "C", "H", "H", "H", "H", "H", "N", "C", "C", "C", "C", "H", "H", "H", "H", "H", "N", "C", "C", "C", "C", "H", "H", "H", "H", "H"], "positions_angstrom": [[3.899, -0.171, -1.292], [4.442, -1.475, -1.864], [4.955, -2.346, -0.707], [3.501, -2.243, -2.831], [1.996, -1.914, -2.798], [1.252, -3.196, -3.253], [1.567, -0.836, -3.798], [1.643, 0.562, -3.319], [0.647, 1.008, -2.233], [-0.414, -0.086, -1.836], [-0.751, -0.207, -0.452], [0.136, 0.038, 0.557], [-2.021, -0.590, -0.179], [3.885, 0.599, -2.059], [2.907, -0.255, -0.843], [4.552, 0.208, -0.511], [5.318, -1.196, -2.444], [5.923, -1.998, -0.365], [5.075, -3.382, -1.005], [4.256, -2.262, 0.125], [3.577, -3.290, -2.548], [3.821, -2.193, -3.870], [1.632, -1.725, -1.791], [1.250, -3.953, -2.476], [1.783, -3.602, -4.112], [0.246, -2.984, -3.600], [0.534, -1.014, -4.079], [2.150, -0.929, -4.705], [-0.049, 2.108, -2.752], [1.368, 1.476, -1.133], [0.890, -0.575, 0.535], [-1.972, -1.530, 0.071], [-2.594, 1.433, -4.427], [-3.927, 1.383, -4.735], [-4.201, 2.433, -5.569], [-2.988, 3.143, -5.777], [-2.012, 2.503, -5.065], [-2.120, 0.783, -3.829], [-4.561, 0.611, -4.336], [-5.165, 2.668, -5.985], [-2.849, 4.022, -6.384], [-0.960, 2.715, -4.958], [7.023, 4.062, -1.970], [7.828, 3.593, -2.970], [7.034, 2.970, -3.894], [5.694, 3.070, -3.434], [5.720, 3.751, -2.244], [7.340, 4.559, -1.158], [8.894, 3.744, -2.939], [7.375, 2.496, -4.799], [4.813, 2.687, -3.922], [4.929, 4.041, -1.574], [-5.358, 1.667, 0.818], [-4.474, 1.074, -0.041], [-5.197, 0.439, -1.015], [-6.572, 0.660, -0.733], [-6.639, 1.423, 0.401], [-5.107, 2.201, 1.631], [-3.418, 1.156, 0.113], [-4.788, -0.122, -1.839], [-7.415, 0.301, -1.300], [-7.483, 1.810, 0.945], [4.583, -6.369, -0.892], [5.628, -6.860, -1.632], [6.449, -7.553, -0.785], [5.877, -7.484, 0.514], [4.727, -6.749, 0.416], [3.828, -5.818, -1.254], [5.695, -6.673, -2.690], [7.358, -8.057, -1.065], [6.267, -7.924, 1.416], [4.003, -6.465, 1.160], [-4.274, 2.382, 4.681], [-5.524, 2.943, 4.702], [-5.534, 3.910, 5.671], [-4.237, 3.937, 6.254], [-3.483, 2.985, 5.622], [-3.982, 1.641, 4.072], [-6.296, 2.605, 4.031], [-6.376, 4.529, 5.933], [-3.898, 4.582, 7.048], [-2.459, 2.685, 5.761], [-5.572, 1.830, 8.797], [-5.323, 0.613, 8.229], [-5.334, -0.327, 9.225], [-5.605, 0.351, 10.443], [-5.749, 1.680, 10.145], [-5.617, 2.700, 8.297], [-5.160, 0.523, 7.168], [-5.167, -1.384, 9.095], [-5.685, -0.086, 11.424], [-5.961, 2.528, 10.774]], "mulliken_charge": [-0.9469, 0.7735, -1.6870, -1.1706, 1.5957, -1.8706, -0.8470, -0.1666, 0.5079, -0.3003, 0.3098, -0.2794, -0.4720, 0.1289, -0.1892, 0.5694, 0.2592, 0.4048, 0.4847, 0.3369, 0.3069, 0.4380, -0.2306, 0.4121, 0.4158, 0.4470, 0.3217, 0.4796, 0.1273, 0.2234, 0.3114, 0.2738, 0.1415, -0.4838, -0.4382, -0.6795, -0.2099, 0.1954, 0.3618, 0.4124, 0.4064, 0.3371, 0.0034, -0.4308, -0.6129, -0.1434, -0.6315, 0.1918, 0.3835, 0.3817, 0.4940, 0.3684, 0.0718, -0.6165, -0.1055, -0.9614, -0.2843, 0.1859, 0.4034, 0.5060, 0.4010, 0.3908, 0.0488, -0.4052, -0.4458, -0.4511, -0.4195, 0.1570, 0.3596, 0.3984, 0.4039, 0.3608, 0.0825, -0.5467, -0.4554, -0.4451, -0.5751, 0.1776, 0.4659, 0.4172, 0.4503, 0.4123, 0.1099, -0.2116, -0.6012, -0.3551, -0.5855, 0.1871, 0.3216, 0.3874, 0.3909, 0.3597], "e_tot_ev": -60032.435, "orbital_gap_ha": 0.20882, "homo_energy_ev": -9.24, "lumo_ev": -3.6, "total_charge": 1}